Entry 1:
Density functional theory data (the ωB97M-V functional and the def2-TZVPD basis) for a molecular structure, C47H36BrCdN3O2STe.

Geometry (Å):
Te 9.3456 13.8954 8.0322
Cd 12.5990 12.4962 12.5676
Br 11.0736 7.1133 12.9748
S 13.2534 14.8444 16.5706
O 18.1964 13.9655 12.8032
O 14.7417 13.0583 12.0007
N 12.7204 10.5256 11.5868
N 12.6815 13.3251 14.6292
N 10.9893 14.1242 12.0209
C 17.7070 13.7469 10.5100
C 8.8145 17.7804 14.0292
C 10.9418 14.4264 6.8054
C 16.4342 18.6608 12.1635
C 14.2098 17.7426 13.2657
C 16.9155 13.8072 9.3508
C 9.9372 16.9429 13.8459
C 13.9447 16.2156 10.3735
C 13.7848 15.2719 11.4692
C 7.9034 17.9048 13.0033
C 9.9836 13.5859 11.0927
C 13.8503 10.1946 10.9142
C 13.0465 12.4648 18.1906
C 15.6710 17.5005 12.8169
C 17.4216 14.2145 11.8665
C 13.0739 7.9115 11.0800
C 19.4589 12.5974 9.0692
C 13.9839 8.8447 10.5190
C 14.9108 14.3433 11.8162
C 11.9458 15.2598 7.3135
C 18.4478 12.4699 8.0709
C 13.1694 14.9855 5.2468
C 12.4365 11.1109 15.7930
C 13.9015 16.9032 14.4337
C 12.9823 17.3490 12.2437
C 11.8311 9.6817 12.0380
C 12.7828 11.1078 18.1841
C 16.2635 16.2302 12.8403
C 19.0997 13.2721 10.2352
C 12.1724 14.1636 4.7468
C 13.1060 15.4643 6.5276
C 16.1475 14.9851 12.0459
C 11.0937 13.8552 5.5335
C 8.0122 17.2220 11.8014
C 12.7655 12.4788 15.7781
C 12.0350 8.3076 11.9077
C 10.5594 13.4187 9.6987
C 9.1882 16.5155 11.5478
C 13.2150 15.7788 14.0747
C 12.7519 15.8029 12.5836
C 13.0185 13.1335 16.9717
C 12.8999 14.6274 14.9159
C 13.4162 17.4448 10.8639
C 12.3191 10.4487 17.0301
C 11.2456 15.3610 12.2658
C 10.0841 16.3177 12.5896
C 17.2734 13.1993 8.1862
H 7.2621 17.2727 10.9734
H 13.4980 18.3816 10.2944
H 16.4868 19.5369 12.7751
H 17.4663 18.3669 11.8445
H 11.9065 9.4196 17.1338
H 12.3260 13.8187 3.7634
H 12.0100 10.6327 14.8935
H 10.5779 16.6744 14.7161
H 15.7099 18.9520 11.3453
H 11.9180 15.7097 8.3063
H 14.6386 10.9651 10.7658
H 16.6643 13.3946 7.3125
H 10.3519 13.1409 5.1349
H 14.3185 15.9277 9.3580
H 14.1105 18.8494 13.3742
H 13.1184 6.8092 10.8015
H 10.7846 12.4016 9.4066
H 9.3226 16.1125 10.5100
H 18.7225 11.8234 7.1563
H 12.1856 17.9371 12.6505
H 10.9464 10.0686 12.5003
H 13.8831 16.0626 6.9305
H 13.4057 13.0512 19.1058
H 12.9663 10.4357 18.9727
H 14.0439 15.1443 4.5483
H 14.7714 8.5010 9.7779
H 11.4993 14.0114 9.6022
H 9.0805 14.2176 11.0401
H 7.0462 18.5255 13.1265
H 20.4115 12.0859 8.9656
H 15.9497 14.3329 9.2918
H 19.8502 13.4038 11.0018
H 8.7097 18.3520 14.9289
H 9.5002 12.6641 11.5063
H 17.1097 16.1741 13.5516
H 14.2936 17.0528 15.4697

Relative energy (zero: lowest compared OMol25 entry of this formula, charge and spin)   766.5 kJ/mol
Gap between HOMO and LUMO (spin up / spin down)   0.1490 / 0.1499 Ha
Total charge   0
Max |F|   4.6 eV/Å
HOMO energy (spin up / spin down)   -4.7 / -4.7 eV

Entry 2:
Density functional theory data (the ωB97M-V functional and the def2-TZVPD basis) for a molecular structure, C47H36BrIrN5O6.

Geometry (Å):
Ir 0.2636 -0.1104 0.6615
Br -4.9982 -3.6700 5.4393
O 2.8869 1.3990 -0.0891
O 3.0818 -2.7643 2.1690
O -1.4919 -1.2513 -0.3152
O -1.4600 0.3706 -3.3544
O -0.7471 -0.4759 4.5419
O -0.8034 0.2053 2.4037
N -0.1840 0.9495 -1.5243
N 1.4907 -1.2181 2.0031
N 1.1699 -1.7383 -0.6219
N 1.0989 1.1898 -2.1983
N 0.9737 0.4895 -3.1760
C -0.7398 -2.1107 -3.8628
C -3.9512 3.4430 1.0782
C -5.1734 -2.2053 3.0115
C -2.7428 -2.5081 -1.7919
C 1.9698 2.3058 -2.0553
C 3.1601 1.2052 5.9799
C 2.6495 -3.7130 -1.8680
C -2.1564 -3.3897 -5.3394
C -2.0037 2.1716 0.5107
C 1.7673 -1.2455 3.4636
C -2.8963 2.6316 1.4655
C 2.8765 2.4348 5.4083
C 2.1521 -2.3783 0.0155
C -1.0889 2.1384 -1.8406
C -0.3624 -0.0088 -2.6800
C 2.8881 -2.3085 3.5514
C -4.7010 -1.3394 2.0346
C 1.8539 1.3125 3.5423
C -3.2164 3.2986 -1.2128
C -4.3792 -2.4728 4.1135
C -0.1159 -2.4637 -6.1704
C 2.1533 0.0760 4.0985
C 1.9458 3.2707 -3.0682
C -3.1357 -1.8852 4.2643
C 2.6710 4.4261 -2.9108
C 4.1759 1.2053 0.5559
C 0.1335 -1.9020 -4.9265
C 3.4362 4.6047 -1.7581
C -1.6054 1.8023 -3.2498
C 2.2111 2.4859 4.1918
C -2.8844 -3.0283 -3.0154
C -1.2565 -3.2235 -6.3765
C -4.1080 3.7740 -0.2629
C -1.5829 -1.7386 -1.4312
C -1.3035 -0.3950 3.4630
C -1.9106 -2.8401 -4.0832
C -2.6744 -1.0162 3.2831
C 3.5171 3.6178 -0.7853
C -2.1558 2.4819 -0.8236
C 1.5585 -3.1391 -2.4957
C 2.7913 2.4446 -0.9241
C 2.7953 0.0344 5.3314
C -0.4374 -1.5337 -2.4713
C 2.9438 -3.3448 -0.5674
C 2.2395 -2.0732 1.4341
C 0.8406 -2.1291 -1.8580
C -3.4519 -0.7464 2.1646
H 3.0021 -0.9197 5.8079
H 3.7317 -3.8158 0.0044
H -3.7717 -3.6117 -3.2386
H 0.8636 -1.5925 3.9603
H -1.1657 1.5712 0.8148
H 3.6527 1.1529 6.9430
H 1.3429 3.0977 -3.9536
H -2.6537 2.0285 -3.3919
H 3.8305 -1.9034 3.9033
H 4.1569 3.7599 0.0744
H 4.2513 1.7991 1.4634
H -1.0175 2.2897 -4.0283
H -4.9198 4.4194 -0.5739
H -5.3163 -1.1271 1.1667
H 3.1550 3.3493 5.9177
H 1.2581 -3.4833 -3.4715
H 1.3139 1.3672 2.6109
H 1.9558 3.4442 3.7546
H 2.6179 -3.1728 4.1473
H 3.9871 5.5266 -1.6184
H -3.0855 -0.0776 1.3995
H 3.2293 -4.4759 -2.3724
H 2.6301 5.1950 -3.6707
H 1.0260 -1.3051 -4.7923
H -3.4892 -2.6345 -1.0164
H 4.9787 1.4571 -0.1344
H -0.4463 3.0147 -1.9000
H -3.0682 -3.9559 -5.4937
H -1.4427 -3.6744 -7.3428
H -6.1456 -2.6715 2.9181
H -2.5245 -2.0881 5.1317
H -4.6399 3.8318 1.8174
H -3.3482 3.5996 -2.2472
H 4.2384 0.1524 0.8106
H 0.5907 -2.3138 -6.9767
H -2.7554 2.3647 2.5054

Relative energy (zero: lowest compared OMol25 entry of this formula, charge and spin)   617.3 kJ/mol
Gap between HOMO and LUMO (spin up / spin down)   0.1700 / 0.1704 Ha
Total charge   +2
Spin multiplicity   2
Max |F|   4.6 eV/Å
HOMO energy (spin up / spin down)   -12.3 / -12.3 eV
<S²>   0.76

Entry 3:
Density functional theory data (the ωB97M-V functional and the def2-TZVPD basis) for a molecular structure, C47H38Cl2F12N9ORbS.

Geometry (Å):
Rb 0.9159 1.1136 0.8052
Cl 3.0853 -1.8397 1.3051
Cl 3.4239 0.8226 2.3601
S 1.8509 2.7438 5.1638
F 0.4311 4.7524 7.0495
F 2.5101 3.7558 -0.6398
F 2.8222 3.3750 -3.2671
F 6.4964 3.3214 -1.3105
F 4.9314 3.5482 -3.6171
F 4.3573 3.6584 0.4616
F 4.2449 4.8013 -1.3525
F 3.9483 1.6595 -3.8759
F 1.0264 6.7851 6.7865
F 6.3325 1.4914 -2.4147
F 2.5167 5.2664 6.9012
F 6.0694 1.4869 -0.2820
O 3.5701 1.3058 -1.1940
N 0.1315 -2.0719 -0.2088
N -0.1437 1.3443 -2.0194
N 1.4299 4.0114 2.9115
N -0.2429 -4.3732 -0.4540
N -2.2323 2.2475 -0.6008
N -2.3572 2.0915 -1.9073
N 0.8568 1.0301 -4.1033
N -0.6246 -3.3969 1.5814
N -1.9709 2.5703 2.1059
C -0.3113 -0.5332 3.8738
C 0.8618 1.0395 -2.7366
C 1.4965 4.1120 4.2597
C 4.2021 -0.7277 2.0806
C -1.3230 -5.1949 -0.6798
C -0.3098 1.2695 -4.7968
C -2.6954 1.7855 -6.1236
C -0.2525 -3.1681 0.3124
C 3.9903 2.7416 -3.0837
C -2.2361 -7.1618 -1.7172
C -0.2415 -1.2464 2.6802
C 0.8475 6.4494 4.1024
C -1.3005 -2.3930 5.0239
C -1.8961 2.8345 3.3909
C 4.2187 2.3457 -1.5612
C -1.4376 1.6807 -4.0624
C 1.9864 -2.1296 -3.3863
C 0.9572 -1.9762 -4.2973
C -2.6229 1.9492 -4.7512
C -0.6360 -1.8039 -2.4937
C -1.2424 -3.1566 3.8688
C -3.6358 -5.7937 -0.3460
C -2.9991 2.9028 4.2340
C 1.7124 -2.1485 -2.0324
C 3.8327 3.6539 -0.7655
C -1.1551 -6.3290 -1.4953
C -4.2535 2.6596 3.6895
C 1.3049 5.5145 6.3633
C -3.1768 2.3373 1.5698
C 1.0879 5.0533 2.1936
C -4.3472 2.3639 2.3477
C -3.2503 2.0600 0.1639
C 0.7737 6.2992 2.7250
C 0.1871 -6.6095 -2.1082
C -0.6997 -2.5595 2.7180
C -0.3399 -1.7949 -3.8449
C -1.7632 -4.5755 3.8897
C -1.5915 1.3424 -6.8322
C 1.2256 5.3745 4.8816
C -0.8281 -1.0919 5.0354
C 0.4031 -2.0113 -1.5687
C -0.3946 1.0857 -6.1706
C 5.7873 2.1767 -1.3910
C -2.5756 -4.9405 -0.1141
C -1.3210 1.7470 -2.6189
C -3.4744 -6.9089 -1.1475
C -2.0370 -1.6030 -2.0093
H -0.8598 -0.5154 5.9526
H 0.0584 0.4847 3.9214
H -2.7216 -4.0524 0.4807
H -0.9678 -5.3059 3.7137
H -2.5397 -4.7324 3.1381
H -5.3053 2.1722 1.8842
H -2.4871 -2.5567 -1.7315
H -1.1331 -1.6377 -4.5632
H -1.7169 -2.8308 5.9248
H -0.9038 3.0082 3.7806
H 0.6091 7.3998 4.5662
H 2.5067 -2.2777 -1.3143
H -2.0376 -0.9671 -1.1263
H 0.4782 7.1174 2.0878
H -3.4835 2.2552 -4.1801
H 0.4597 -5.8252 -2.8172
H 3.0077 -2.2233 -3.7256
H 1.7960 0.7719 -2.2646
H 1.1632 -1.9832 -5.3584
H 1.6865 0.7586 -4.6062
H -4.2010 1.6642 -0.2171
H 1.0601 4.8939 1.1221
H -1.6557 1.1802 -7.9007
H 0.1753 -7.5565 -2.6438
H -2.8756 3.1397 5.2788
H 0.9593 -6.6430 -1.3381
H -2.6489 -1.1479 -2.7847
H 0.4701 0.7160 -6.7055
H -2.2018 -4.7892 4.8642
H 0.4432 -4.3445 -1.1962
H -4.3005 -7.5813 -1.3294
H -0.8067 -4.3695 1.7760
H -3.6247 1.9923 -6.6397
H 5.0443 -0.5765 1.4089
H -2.1035 -8.0323 -2.3460
H 4.4925 -1.1606 3.0367
H -4.5988 -5.5751 0.0925
H -5.1435 2.7082 4.3048

Relative energy (zero: lowest compared OMol25 entry of this formula, charge and spin)   38.7 kJ/mol
Gap between HOMO and LUMO   0.1712 Ha
Total charge   -2
Max |F|   2.3 eV/Å
HOMO energy   -1.2 eV

Entry 4:
Density functional theory data (the ωB97M-V functional and the def2-TZVPD basis) for a molecular structure, C47H39Cl2HgIN7O2P.

Geometry (Å):
Hg -0.3387 0.4124 -0.2750
I -3.0046 -1.6980 1.5956
Cl 4.2410 3.3637 -4.9411
Cl 5.2941 4.4853 -2.1343
P 0.4028 -2.1083 0.6605
O 0.9724 -0.1471 -4.4600
O 2.9538 2.7747 1.6314
N -2.0743 4.5714 -0.0918
N 0.7147 0.7010 -2.3142
N -0.1492 1.1538 2.2354
N -1.9158 2.2110 -0.1553
N -0.5814 3.4844 -1.4998
N -1.7966 -0.4071 -2.2577
N 1.5598 1.7385 0.0977
C 0.3373 2.3193 4.7094
C -3.2738 3.2992 1.5876
C -1.5117 -1.2503 -4.4692
C 0.8979 -5.9243 1.6461
C 3.6096 -0.4193 2.6222
C 1.8421 1.5274 -2.2973
C 1.4371 -2.6235 -0.7690
C -0.9823 0.9750 3.2592
C 2.7990 -2.9049 -0.7596
C -3.0422 -0.8746 -2.2653
C 2.2858 2.0576 -1.0487
C 3.4370 -3.3322 -1.9162
C 3.3611 2.9522 -1.0514
C 1.3596 -3.2409 -3.1083
C 2.4757 1.9624 -3.4644
C -2.7123 -3.7343 1.1852
C 3.9703 3.3579 -2.2260
C -0.7900 1.5387 4.5080
C 1.2119 2.4995 3.6568
C -1.4506 -4.3423 1.2392
C -1.5454 3.3923 -0.5482
C 1.3100 -1.8217 3.2795
C -0.1272 5.7836 -0.8509
C 0.7278 -2.8110 -1.9545
C -0.3389 -6.5512 1.5132
C 2.7564 -0.8656 1.6215
C -3.1098 2.1036 0.6618
C 0.2079 4.6633 -1.8164
C -3.9349 -5.7938 0.9811
C 1.9240 2.1702 1.3005
C -0.1489 -3.7335 1.2584
C -3.9280 -4.4137 1.0298
C -1.5104 -5.7969 1.2947
C -3.2503 4.5660 0.7554
C -1.6352 5.8254 -0.6707
C 0.3482 0.0328 -3.4099
C 3.5199 2.8703 -3.4366
C -2.7391 -6.4712 1.1417
C 0.9875 -4.5650 1.5049
C 2.1489 -1.3572 4.2793
C 2.7238 -3.4947 -3.0936
C -2.7979 -1.7560 -4.4615
C -3.5889 -1.5551 -3.3399
C 0.9324 1.9075 2.4280
C 3.3070 -0.6625 3.9528
C 1.6056 -1.5828 1.9381
C -1.0474 -0.5729 -3.3466
H 4.5000 -3.5361 -1.8950
H 0.4216 -2.3890 3.5312
H -0.3400 -2.6230 -1.9619
H 3.2280 -3.8118 -3.9974
H 1.9693 -4.1115 1.5552
H -1.5028 1.3515 5.2994
H -4.6045 -1.9229 -3.2880
H 2.1503 1.5699 -4.4119
H -4.1651 4.6352 0.1505
H -0.0119 4.9812 -2.8411
H -4.2053 3.2355 2.1525
H -0.4286 -7.6280 1.5843
H 0.7921 -3.3578 -4.0219
H 2.1206 3.0772 3.7414
H 3.9670 -0.3044 4.7330
H 0.5350 2.7696 5.6741
H 3.7190 3.3364 -0.1111
H -3.1831 -2.2961 -5.3171
H -3.0454 1.1909 1.2484
H 0.2495 6.7330 -1.2315
H -1.9289 6.6241 0.0133
H -3.6201 -0.7100 -1.3667
H 1.9023 -1.5470 5.3167
H -0.2035 2.5920 -1.7883
H 0.3354 5.5935 0.1204
H 3.3750 -2.7937 0.1502
H -3.2114 5.4542 1.3914
H -3.9974 2.0007 0.0229
H -2.1268 6.0163 -1.6351
H -2.7207 -7.5545 1.1551
H -4.8526 -3.8582 0.9702
H -0.8471 -1.3504 -5.3146
H -4.8681 -6.3276 0.8517
H 4.4888 0.1515 2.3563
H -1.8318 0.3348 3.0799
H -2.4417 3.3173 2.2961
H 1.7941 -6.5043 1.8287
H 1.2678 4.4054 -1.7720
H 2.9842 -0.6330 0.5891

Relative energy (zero: lowest compared OMol25 entry of this formula, charge and spin)   0.0 kJ/mol
Gap between HOMO and LUMO (spin up / spin down)   0.1470 / 0.2443 Ha
Total charge   -1
Spin multiplicity   2
Max |F|   0.7 eV/Å
HOMO energy (spin up / spin down)   -2.0 / -4.6 eV
<S²>   0.78